ORCA calculation (the ωB97M-V functional and the def2-TZVPD basis) on C18H38AgFN2O2 as an isolated structure at a distorted geometry.

Atoms and positions in Å:
Ag -2.52 3.66 -1.89
F -1.14 2.47 -0.76
C -1.96 -1.84 -5.15
C -0.95 -2.10 -4.03
C 0.03 -0.90 -3.96
C 0.85 -0.81 -2.67
C -0.15 -0.73 -1.47
C -1.12 -1.91 -1.44
N -1.70 -2.08 -2.75
O -2.73 -2.99 -2.76
C -0.39 -3.22 -1.03
C -2.21 -1.59 -0.40
C -0.26 -3.43 -4.25
H -2.66 -1.03 -4.96
H -2.48 -2.78 -5.35
H -1.42 -1.59 -6.06
H 0.65 -0.88 -4.86
H -0.53 0.04 -4.09
H 1.40 0.13 -2.58
H 1.46 -1.70 -2.55
H -0.64 0.25 -1.48
H 0.46 -0.82 -0.57
H -0.09 -3.08 0.00
H -1.04 -4.08 -1.14
H 0.50 -3.41 -1.63
H -2.93 -2.39 -0.26
H -1.80 -1.40 0.59
H -2.71 -0.67 -0.72
H -0.95 -4.27 -4.12
H 0.66 -3.59 -3.70
H 0.08 -3.49 -5.29
H -3.55 -2.46 -2.81
C 2.73 3.33 1.49
C 1.98 2.13 2.04
C 2.82 1.50 3.15
C 2.04 0.50 4.03
C 0.79 1.16 4.61
C -0.07 1.79 3.51
N 0.77 2.66 2.70
O 0.01 3.46 1.84
C -0.84 0.68 2.76
C -1.09 2.68 4.23
C 1.72 1.13 0.92
H 2.74 4.16 2.19
H 2.15 3.81 0.69
H 3.69 3.12 1.03
H 3.63 0.87 2.73
H 3.34 2.25 3.75
H 2.71 0.13 4.80
H 1.77 -0.38 3.43
H 1.09 1.95 5.30
H 0.29 0.33 5.12
H -1.18 1.01 1.78
H -0.26 -0.24 2.64
H -1.72 0.42 3.36
H -1.80 3.15 3.55
H -1.64 2.08 4.95
H -0.60 3.55 4.69
H 1.31 0.18 1.27
H 2.63 0.81 0.40
H 1.05 1.56 0.16
H -0.20 2.94 1.03

- E: -1215.05976 hartree
- Charge: +1
- Energy above the lowest of the compared OMol25 structures with the same formula, charge and spin: 145.2 kJ/mol
- <S²>: 0.754
- Spin multiplicity: 2

=====

ORCA calculation (the ωB97M-V functional and the def2-TZVPD basis) on C18H38CuN7O2Si2 as an isolated structure.

Atoms and positions in Å:
Cu 0.79 -1.12 -0.13
C 0.25 0.63 4.10
N -0.83 -0.27 3.72
C -1.10 -1.31 4.71
C -0.81 -0.69 2.38
N -0.02 -0.22 1.48
N -1.77 -1.60 2.04
C -1.99 -2.07 0.75
N -2.18 -3.46 0.66
N -2.35 -1.25 -0.31
H 0.08 0.94 5.13
H 0.23 1.52 3.48
H 1.24 0.17 4.03
H -0.97 -0.89 5.70
H -0.42 -2.17 4.61
H -2.13 -1.66 4.64
H 0.60 0.50 1.81
H -2.09 -2.23 2.76
H -1.33 -3.95 0.93
H -2.37 -3.70 -0.31
H -1.95 -1.60 -1.19
C 3.70 -2.42 0.12
C 3.77 -0.93 -0.10
C 4.97 -0.27 0.06
C 4.99 1.12 -0.14
C 3.85 1.77 -0.52
C 2.63 1.04 -0.75
N 2.63 -0.31 -0.46
N 1.50 1.57 -1.17
Si 1.22 3.04 -1.93
C 2.52 3.53 -3.23
C -0.42 2.93 -2.86
C 1.07 4.54 -0.78
H 4.49 -2.92 -0.45
H 2.73 -2.81 -0.18
H 3.86 -2.66 1.18
H 5.87 -0.81 0.33
H 5.91 1.68 0.03
H 3.83 2.85 -0.66
H 2.73 2.66 -3.87
H 3.46 3.84 -2.78
H 2.17 4.34 -3.88
H -0.53 1.93 -3.29
H -0.49 3.66 -3.67
H -1.27 3.09 -2.19
H 2.03 4.79 -0.32
H 0.36 4.32 0.02
H 0.71 5.43 -1.32
C -4.07 0.29 -2.01
Si -3.33 0.18 -0.29
C -2.50 1.81 0.11
C -4.67 -0.13 1.00
H -4.73 1.16 -2.09
H -4.65 -0.60 -2.26
H -3.27 0.40 -2.75
H -3.05 2.65 -0.34
H -1.48 1.82 -0.30
H -2.43 1.98 1.18
H -5.55 0.49 0.83
H -4.29 0.08 2.01
H -4.98 -1.18 0.98
C 0.15 -4.81 -2.28
C -0.24 -3.42 -1.75
O -1.23 -2.86 -2.26
O 0.46 -3.00 -0.78
H -0.15 -4.91 -3.32
H -0.36 -5.57 -1.69
H 1.22 -4.95 -2.18

- E: -3462.11319 hartree
- Charge: -1
- Energy above the lowest of the compared OMol25 structures with the same formula, charge and spin: 0.0 kJ/mol
- <S²>: 0.755
- Spin multiplicity: 2